Entry from OMol25: a molecular structure, C43H50AsIMoN4S3Si2 at a distorted geometry (ωB97M-V/def2-TZVPD).

Structure (XYZ):
```
105
Properties=species:S:1:pos:R:3:forces:R:3:mulliken_spin:R:1
Mo 1.58230 -1.51748 1.74792 0.0682 -0.7400 1.1833 0.875
N 0.41612 0.08095 2.00876 -0.1251 0.0564 0.0791 -0.007
S -0.46918 1.24193 1.93453 -0.0597 0.1002 0.0551 0.009
N -1.92904 1.06441 1.24968 -0.0476 0.0373 0.1183 0.004
S -2.13920 0.82902 -0.26482 -0.0647 0.0314 -0.1730 0.000
N -1.24699 -0.15752 -1.05189 -0.0203 -0.0095 0.0472 0.001
S -0.85788 -1.68118 -0.59836 0.0031 0.0342 0.0182 0.012
N 0.39806 -1.85229 0.12895 -0.0738 -0.2039 -0.3260 0.022
C -0.86679 -2.47791 -2.17416 -0.0120 -0.0063 -0.0492 0.012
C -0.74602 -3.86311 -2.13841 0.0417 0.0256 -0.0897 0.006
C -0.72959 -4.55975 -3.33355 0.0202 -0.0165 0.0058 0.000
C -0.81734 -3.87255 -4.53949 0.0036 -0.0129 -0.0028 0.000
C -0.92808 -2.48975 -4.55786 -0.0046 0.0116 0.0125 0.000
C -0.96326 -1.77617 -3.36683 0.0268 -0.0874 0.0225 -0.004
C -2.28034 -2.36545 0.21743 -0.0760 -0.0201 -0.0600 0.010
C -3.35123 -2.86748 -0.51692 0.0131 0.0301 0.0532 -0.003
C -4.43250 -3.39539 0.16750 -0.0284 0.0297 0.0382 0.001
C -4.43935 -3.40781 1.55822 -0.0177 -0.0072 -0.0105 -0.001
C -3.36783 -2.89491 2.27587 0.0362 -0.0108 -0.0155 -0.006
C -2.26995 -2.37529 1.60466 -0.0955 0.0138 -0.0085 0.004
C -3.85216 0.42757 -0.34969 0.0054 -0.0834 -0.0153 0.001
C -4.37850 0.26784 -1.62745 -0.0498 -0.0446 0.0185 0.000
C -5.71337 -0.07206 -1.75019 0.0010 0.0315 0.0032 0.000
C -6.49344 -0.24215 -0.61004 0.0043 0.0058 -0.0041 0.000
C -5.94598 -0.08011 0.65438 -0.0036 -0.0190 0.0016 0.000
C -4.60734 0.25685 0.79956 -0.0171 -0.0367 -0.0453 0.000
C -1.99006 2.31626 -1.19971 -0.0205 0.0646 -0.0010 0.000
C -2.91809 3.31635 -0.92255 0.0473 -0.0229 -0.0538 0.000
C -2.82429 4.51036 -1.61313 0.0074 0.0165 -0.0041 0.000
C -1.81197 4.69217 -2.55029 -0.0115 0.0187 0.0094 0.000
C -0.88899 3.68782 -2.80068 0.0021 -0.0479 0.0171 0.000
C -0.97025 2.47772 -2.12431 -0.0273 0.0800 0.0168 -0.002
C 0.31228 2.60586 1.11297 0.0421 0.0023 -0.0789 0.031
C 1.44822 2.33229 0.36520 -0.0472 0.1024 0.0302 -0.100
C 2.05915 3.37335 -0.31817 0.0166 0.0079 -0.0036 0.001
C 1.53672 4.65677 -0.24347 0.0135 -0.0140 0.0078 -0.001
C 0.39839 4.91271 0.51239 -0.0155 -0.0121 0.0100 0.000
C -0.22493 3.88454 1.20011 0.0184 -0.0113 -0.0422 0.001
C -0.96680 1.84479 3.50868 -0.0043 0.0085 0.0667 -0.002
C -2.21237 2.41812 3.74329 0.1034 -0.0037 0.0491 0.001
C -2.48434 2.89286 5.01622 -0.0040 0.0008 -0.0052 0.000
C -1.52806 2.79010 6.02008 -0.0147 0.0015 -0.0007 0.000
C -0.29328 2.20989 5.76570 0.0292 -0.0133 -0.0125 -0.001
C 0.00083 1.73051 4.49891 -0.0621 0.0300 0.0524 -0.001
H -0.66896 -4.38615 -1.19292 -0.0018 -0.0018 0.0026 -0.001
H -0.64399 -5.63769 -3.32590 -0.0007 -0.0011 -0.0050 0.000
H -0.80070 -4.42197 -5.47125 -0.0021 0.0002 0.0002 0.000
H -0.99699 -1.96345 -5.50027 0.0022 0.0018 0.0007 0.000
H -1.05826 -0.70045 -3.36446 -0.0116 0.0138 -0.0066 0.001
H -3.33393 -2.86682 -1.59919 -0.0179 0.0219 0.0301 0.001
H -5.26691 -3.80680 -0.38439 -0.0010 -0.0002 0.0030 0.000
H -5.28328 -3.83236 2.08590 -0.0029 0.0017 -0.0036 0.000
H -3.37584 -2.91612 3.35730 0.0039 0.0009 0.0015 0.000
H -1.42251 -1.98086 2.14815 0.0452 0.0034 0.0336 0.013
H -3.75997 0.41025 -2.50560 0.0050 -0.0009 0.0008 0.000
H -6.14894 -0.19441 -2.73238 -0.0044 -0.0050 0.0035 0.000
H -7.53931 -0.49948 -0.71217 0.0009 -0.0029 0.0010 0.000
H -6.55964 -0.21847 1.53422 -0.0014 0.0044 -0.0006 0.000
H -4.15662 0.37262 1.77495 -0.0092 0.0064 -0.0108 0.000
H -3.70557 3.15751 -0.19586 -0.0012 0.0056 -0.0045 0.000
H -3.54264 5.29690 -1.42685 0.0030 0.0024 -0.0022 0.000
H -1.74578 5.62705 -3.09080 -0.0050 -0.0008 -0.0019 0.000
H -0.10387 3.84027 -3.52888 0.0018 -0.0007 0.0009 0.000
H -0.25821 1.68447 -2.30167 0.0058 -0.0189 -0.0186 0.001
H 1.84579 1.32705 0.33112 0.0221 -0.0416 -0.0080 0.048
H 2.95176 3.18378 -0.89976 0.0087 -0.0034 -0.0019 0.000
H 2.02540 5.46769 -0.76725 -0.0024 0.0012 -0.0041 0.000
H 0.00318 5.91745 0.57685 -0.0007 0.0006 -0.0018 0.000
H -1.10402 4.08045 1.80063 -0.0018 -0.0105 0.0096 0.000
H -2.94829 2.48484 2.95588 -0.0189 0.0001 -0.0262 0.000
H -3.44574 3.34094 5.22703 -0.0011 -0.0014 0.0019 0.000
H -1.75186 3.16099 7.01129 -0.0023 0.0024 -0.0009 0.000
H 0.44238 2.12253 6.55345 -0.0058 0.0052 0.0023 0.000
H 0.95092 1.25553 4.28747 -0.0141 0.0133 0.0011 0.002
I 2.85173 -1.00364 4.07727 -0.0724 -0.0501 -0.2454 0.090
C 1.51998 -3.43352 2.13164 -0.0703 0.5910 -0.3039 0.234
H 0.65833 -4.04215 1.85540 0.0163 0.0421 -0.0606 0.031
H 2.24871 -3.97976 2.72540 0.0128 0.1252 0.0944 0.000
C 7.01080 -1.48110 0.14579 0.0466 -0.0974 -0.0737 0.015
Si 5.75362 -0.37010 0.93027 -0.0522 -0.1074 0.0265 0.009
C 6.13429 -0.13974 2.71854 -0.0054 0.0255 0.1359 0.006
C 5.51636 1.25068 0.04813 -0.0058 0.0952 -0.0696 0.043
As 3.65708 -1.47576 0.51553 0.5635 -0.0056 -0.4095 0.625
Si 3.38139 -1.68910 -1.84518 -0.0948 -0.0480 -0.0083 -0.060
C 2.68408 -3.39467 -2.06651 -0.0199 -0.1033 0.0194 0.011
C 2.23408 -0.32782 -2.40925 -0.0979 0.1210 0.0289 0.082
C 4.97727 -1.53368 -2.78522 0.0893 -0.0156 0.0078 0.005
H 8.00172 -1.03450 0.26245 -0.0007 -0.0021 0.0040 -0.001
H 6.83841 -1.64458 -0.91585 0.0435 -0.0013 0.0244 -0.002
H 7.02268 -2.45030 0.64820 0.0342 -0.0017 -0.0128 0.002
H 7.17381 0.19480 2.79291 -0.0155 0.0117 -0.0017 0.001
H 6.04122 -1.07210 3.27407 0.0202 -0.0048 0.0345 0.002
H 5.49645 0.60612 3.18952 0.0035 -0.0022 0.0300 0.001
H 6.47792 1.76124 -0.05289 -0.0170 0.0172 0.0127 0.001
H 4.84895 1.89413 0.62506 -0.0084 0.0268 -0.0163 -0.004
H 5.10039 1.11976 -0.95213 0.0096 0.0260 -0.0287 0.000
H 1.89853 -3.59068 -1.33827 -0.0378 -0.0119 0.0003 0.001
H 3.47667 -4.13169 -1.91916 -0.0241 -0.0189 -0.0168 0.010
H 2.27642 -3.53009 -3.07181 0.0048 0.0047 0.0037 0.002
H 1.32911 -0.26240 -1.80205 0.0817 0.0028 -0.0408 -0.039
H 1.94835 -0.52168 -3.44798 -0.0037 0.0259 0.0115 0.007
H 2.74539 0.63783 -2.37879 -0.0069 0.0151 -0.0089 -0.001
H 5.64406 -2.37600 -2.59779 -0.0075 0.0085 -0.0282 0.003
H 5.52077 -0.60909 -2.59227 -0.0016 0.0233 -0.0098 -0.002
H 4.72058 -1.54842 -3.84871 0.0234 -0.0047 -0.0092 0.000
```
Forces are in eV/Å.

Maximum force in eV Å⁻¹: 1.40
Relative energy (zero: lowest compared OMol25 entry of this formula, charge and spin) in eV: 0.413
Spin multiplicity: 3
E_HOMO (alpha / beta) in eV: -12.232 / -12.795
Gap between HOMO and LUMO (alpha / beta) in Eh: 0.23723 / 0.23488
Expectation value of S²: 2.047
Charge: +2

=====

Entry from OMol25: a molecular structure, C43H50Cl3N16ORbS2 (ωB97M-V/def2-TZVPD).

Structure (XYZ):
```
116
Properties=species:S:1:pos:R:3:forces:R:3:lowdin_charge:R:1
Rb -0.11652 0.17853 0.11284 0.3022 -0.1631 -0.0053 0.576
N 1.40194 0.04646 -2.75033 0.1156 -0.2381 0.1245 -0.008
C 1.66350 -1.38901 -2.92671 -0.0914 0.1623 -0.0092 -0.252
C 0.40278 -2.11740 -3.39266 -0.0369 -0.0070 0.1030 -0.182
N -0.56295 -2.39024 -2.32196 -0.0356 0.0715 -0.2016 -0.148
C -0.38903 -3.72366 -1.77092 0.0031 0.1262 0.1128 -0.201
C 0.96422 -4.00611 -1.13761 0.0737 0.1602 0.0392 -0.258
N 1.30029 -3.05846 -0.07649 -0.0296 -0.0589 -0.0350 0.031
C -1.94934 -2.22170 -2.76883 0.0606 -0.0062 0.0544 -0.194
C -2.96426 -2.04729 -1.64529 0.1500 0.1029 0.0923 -0.257
N -2.56641 -0.96079 -0.75022 -0.2663 -0.2192 -0.2393 -0.069
H 1.34414 0.51032 -3.64930 -0.0173 0.0501 0.0034 0.073
H 2.15567 0.48691 -2.23363 -0.0083 0.0065 -0.0085 0.054
H 1.97410 -1.78117 -1.96133 0.0220 0.0011 0.0069 0.080
H 2.46163 -1.59128 -3.65110 0.0507 0.0109 -0.0217 0.111
H 0.68994 -3.04959 -3.90454 -0.0197 -0.0128 -0.0121 0.122
H -0.08148 -1.49110 -4.14647 -0.0092 -0.0501 -0.0140 0.102
H -0.55758 -4.48936 -2.54984 -0.0042 -0.0463 -0.0001 0.130
H -1.16133 -3.87971 -1.01210 0.0060 -0.0054 -0.0569 0.093
H 1.74652 -3.96049 -1.89946 0.0156 -0.0069 0.0169 0.110
H 0.92520 -5.04550 -0.79373 0.0531 -0.1409 0.0104 0.079
H 2.21542 -3.24476 0.31663 0.0021 -0.0016 -0.0062 0.071
H 0.63387 -3.10532 0.68453 0.0215 0.0214 0.0556 0.021
H -2.27180 -3.06653 -3.40131 0.0001 -0.0035 -0.0289 0.127
H -1.99774 -1.32609 -3.38820 0.0204 -0.0262 -0.0071 0.094
H -3.06741 -2.96444 -1.05903 0.0030 -0.0198 0.0215 0.094
H -3.93197 -1.88532 -2.13112 -0.0938 0.0021 -0.0151 0.113
H -3.29030 -0.76120 -0.06992 -0.0269 0.0186 0.0386 0.077
H -2.44696 -0.10079 -1.28441 -0.1459 0.0525 0.0365 0.011
S -1.94584 2.51304 1.23462 -0.0877 0.0290 -0.2271 0.371
C -2.19862 3.66470 -0.03866 0.0000 0.2201 0.2031 -0.866
N -2.35022 4.95310 0.14159 -0.0304 -0.2007 -0.1444 0.027
N -2.26389 5.37084 1.39582 0.0440 0.3663 0.1657 -0.032
C -2.27033 6.72892 1.70366 -0.0291 -0.3074 -0.0755 -0.239
C -1.95874 7.12299 3.00572 -0.0157 0.0455 0.0678 -0.041
C -1.95531 8.46690 3.34471 0.0138 -0.0676 0.0066 -0.107
C -2.25841 9.43646 2.39745 -0.0082 -0.0070 -0.0304 -0.121
C -2.57445 9.03817 1.10370 -0.0040 -0.0251 0.0315 -0.102
C -2.58657 7.69755 0.75008 0.0292 0.0327 -0.0559 -0.036
N -2.27786 3.42552 -1.42092 -0.0258 0.3519 -0.0015 0.007
N -1.96219 2.31161 -1.86524 -0.0427 -0.2297 -0.0739 0.029
C -2.11110 2.24601 -3.29318 0.0881 -0.1278 -0.0216 -0.246
C -2.84284 3.14863 -4.06321 -0.0363 0.0305 0.0796 -0.025
C -2.92988 2.96764 -5.43534 0.0151 -0.0059 0.0317 -0.084
C -2.29282 1.89600 -6.05557 -0.0380 0.0439 0.0441 -0.097
C -1.56285 1.00134 -5.28704 0.0150 0.0105 0.0312 -0.092
C -1.47840 1.17782 -3.91210 0.0347 -0.0564 -0.0082 -0.069
H -2.05130 4.66284 2.09718 0.0358 -0.0111 0.0513 0.039
H -1.71874 6.36576 3.74466 0.0039 0.0445 -0.0153 0.108
H -1.70670 8.75893 4.35861 -0.0142 -0.0190 -0.0305 0.097
H -2.24899 10.48568 2.66375 -0.0089 -0.0223 -0.0078 0.091
H -2.82119 9.78488 0.35755 0.0123 -0.0354 0.0091 0.098
H -2.83132 7.37966 -0.25406 0.0107 0.0264 0.0292 0.097
H -3.33277 3.97754 -3.57065 -0.0002 -0.0083 -0.0205 0.105
H -3.50274 3.67016 -6.02931 0.0138 -0.0274 0.0205 0.102
H -2.37043 1.76044 -7.12748 0.0049 0.0155 0.0322 0.098
H -1.05791 0.16686 -5.76159 -0.0117 -0.0005 0.0083 0.096
H -0.89471 0.51380 -3.28614 -0.0193 0.0163 -0.0419 0.059
N 1.57391 -1.70134 3.18267 0.0888 0.1575 0.0036 0.182
C 2.52552 -0.74933 3.01090 -0.0744 -0.0814 -0.1429 -0.431
N 3.61832 -0.84290 3.76843 0.0367 -0.0029 -0.0516 0.174
C 4.52844 0.09924 3.52408 0.0986 0.0198 0.0397 -0.447
N 5.69162 0.02979 4.21053 -0.0910 -0.0155 -0.0074 0.157
N 4.39939 1.10543 2.64736 0.0255 -0.0129 0.0347 0.171
C 3.26449 1.09252 1.96209 -0.0904 0.1092 -0.1186 -0.275
N 2.30098 0.18370 2.06953 0.0296 -0.0131 0.0792 0.140
C 3.02941 2.24637 1.02872 -0.0469 -0.0952 0.0809 -0.213
C 3.71100 3.43911 1.21974 0.0360 0.0388 0.0374 -0.007
C 3.36941 4.53048 0.43478 0.0455 -0.0087 0.0464 -0.048
C 2.37825 4.38764 -0.51897 0.0053 0.0413 -0.0044 -0.038
C 1.79018 3.14079 -0.66950 -0.0374 -0.1031 -0.0453 -0.135
N 2.10215 2.09064 0.08437 0.0447 0.0475 -0.0667 0.039
H 1.64399 -2.24036 4.03056 -0.0186 -0.0203 -0.0045 0.084
H 0.63410 -1.50200 2.86673 -0.0033 0.0278 -0.0139 0.053
H 5.73862 -0.60504 4.98686 0.0184 0.0079 0.0098 0.100
H 6.30482 0.82382 4.18143 0.0048 0.0019 -0.0187 0.101
H 4.47101 3.49671 1.98532 -0.0217 0.0267 -0.0111 0.106
H 3.86354 5.48306 0.57702 -0.0076 -0.0117 0.0110 0.110
H 2.05444 5.22069 -1.12852 0.0172 -0.0384 -0.0080 0.112
H 1.02562 2.97932 -1.42562 -0.0109 0.0114 0.0628 0.104
Cl 3.41245 -5.05891 7.14082 -0.0154 -0.0073 -0.0212 0.686
C 2.45354 -5.39807 5.73628 -0.0245 -0.0416 0.0104 -0.656
C 2.66117 -4.68199 4.57118 0.0736 0.0510 -0.0389 -0.103
C 1.88709 -4.98489 3.46440 0.0450 0.0209 0.0226 -0.040
C 0.91012 -5.97620 3.48287 0.1009 0.0633 -0.0274 -0.198
C 0.12151 -6.18931 2.20710 -0.1197 0.0758 0.1397 -0.290
C -1.34730 -5.75306 2.33331 0.1108 0.0725 0.0715 -0.052
N -1.46133 -4.37367 2.78258 -0.0668 -0.1426 0.0469 -0.054
C -1.46042 -3.96955 4.09838 -0.0449 -0.0665 -0.0300 -0.055
C -1.45341 -2.60820 4.07371 0.1226 0.1206 -0.0554 -0.137
N -1.42559 -2.15988 2.77210 -0.1567 -0.0457 -0.0863 0.057
C -1.45100 -3.24267 2.02903 0.0828 0.0419 0.1438 -0.173
O 0.12076 -7.52771 1.76247 -0.1355 -0.0428 -0.0397 -0.108
C 1.14213 -7.81226 0.81643 0.1496 -0.0651 0.1273 -0.142
C 2.52440 -7.51474 1.32914 0.0608 0.0819 -0.2150 -0.324
C 3.09143 -8.11252 2.41283 0.1261 -0.1043 -0.0182 -0.968
Cl 2.41787 -9.36989 3.35777 -0.0256 -0.0001 0.0103 0.708
S 4.65148 -7.50790 2.77146 0.0156 0.0241 0.0587 1.019
C 4.58533 -6.43232 1.44430 0.0534 0.0505 -0.0092 -0.401
C 3.41133 -6.54380 0.76821 -0.1132 -0.0163 0.0260 -0.147
C 0.72630 -6.67220 4.67563 0.0306 0.0985 0.0337 -0.600
Cl -0.48445 -7.90688 4.85460 -0.0435 0.0562 -0.1064 0.737
C 1.49008 -6.38940 5.79874 0.0116 -0.0611 0.0585 -0.125
H 3.41927 -3.90889 4.52825 -0.0360 -0.0102 -0.0031 0.105
H 2.04705 -4.42968 2.54484 -0.0015 -0.0418 0.0957 0.104
H 0.60369 -5.54960 1.45761 -0.1030 0.0386 -0.1035 0.128
H -1.85458 -6.38567 3.05627 -0.0423 -0.0783 -0.0195 0.106
H -1.83757 -5.88006 1.36934 -0.0159 0.0880 -0.0313 0.140
H -1.47456 -4.67916 4.91065 -0.0091 0.0339 -0.0670 0.124
H -1.46411 -1.92217 4.90787 0.0055 -0.0589 -0.0867 0.108
H -1.49701 -3.25097 0.94743 -0.0117 -0.0258 0.1173 0.106
H 0.96448 -7.24235 -0.10068 0.0260 0.0254 -0.0577 0.118
H 1.03844 -8.87055 0.58324 -0.0501 -0.0410 0.0262 0.133
H 5.41899 -5.77775 1.23443 -0.0788 -0.0614 0.0079 0.072
H 3.17664 -5.96277 -0.11451 -0.0359 0.0000 0.0199 0.106
H 1.33161 -6.94462 6.71313 0.0032 0.0196 -0.0249 0.108
```
Forces are in eV/Å.

Maximum force in eV Å⁻¹: 0.42
Relative energy (zero: lowest compared OMol25 entry of this formula, charge and spin) in eV: 0.000
E_HOMO in eV: -5.964
Gap between HOMO and LUMO in Eh: 0.21760

=====

- What is the maximum force in the first record?
  1.40 eV Å⁻¹